1.
Here is a structure of composition C6H14NO2Sn in a non-equilibrium geometry from the OMol25 dataset. Energies are from ωB97M-V/def2-TZVPD.

XYZ file:
```
24
C6H14NO2Sn, DFT ωB97M-V/def2-TZVPD
Sn -0.93 1.32 0.44
C -3.16 -0.33 -1.57
C -4.21 -0.83 -0.61
C -4.62 -2.33 -0.91
O -3.70 -0.47 0.67
H -2.89 0.72 -1.64
H -3.61 -0.52 -2.54
H -2.29 -0.99 -1.53
H -5.11 -0.31 -0.91
H -5.49 -2.64 -0.33
H -3.76 -2.96 -0.67
H -4.92 -2.45 -1.95
C 3.31 -0.24 -0.47
C 3.10 0.91 0.51
O 2.02 1.50 0.60
N 4.12 1.25 1.28
C 4.17 2.09 2.47
H 2.84 0.00 -1.43
H 3.29 -1.31 -0.26
H 4.31 0.02 -0.82
H 4.97 0.70 1.27
H 3.44 2.90 2.40
H 5.18 2.47 2.62
H 3.95 1.52 3.38
```

## Properties
- DFT total energy: -655.73549 a.u.
- HOMO-LUMO gap (spin up / spin down): 5.146 / 5.115 eV
- Multiplicity: 2
- LUMO energy (spin up / spin down): -11.383 / -11.414 eV
- HOMO level (spin up / spin down): -0.60741 / -0.60743 Eh
- Total charge: +2

***

2.
Here is the molecule C4H5NO from the OMol25 dataset. Energies are from ωB97M-V/def2-TZVPD.

XYZ file:
```
11
C4H5NO, DFT ωB97M-V/def2-TZVPD
O -2.13 0.40 -0.04
C -0.94 0.19 -0.10
C 0.22 1.21 -0.11
C 1.42 0.31 -0.28
N 1.07 -0.86 0.52
C -0.20 -1.13 -0.22
H 0.09 1.98 -0.88
H 0.34 1.72 0.86
H 0.08 -1.23 -1.28
H 0.76 -0.54 1.45
H -0.70 -2.05 0.10
```

## Properties
- DFT total energy: -285.25092 a.u.
- HOMO-LUMO gap (spin up / spin down): 8.025 / 8.024 eV
- LUMO energy (spin up / spin down): -0.677 / -0.676 eV
- HOMO level (spin up / spin down): -0.31981 / -0.31973 Eh

***

3.
Here is a cluster of 2 separate species, C2H3NOS in total in a non-equilibrium geometry from the OMol25 dataset. Energies are from ωB97M-V/def2-TZVPD.

XYZ file:
```
8
C2H3NOS, DFT ωB97M-V/def2-TZVPD
C -0.04 0.43 0.23
C -2.26 -1.74 -0.84
N -1.43 -0.99 -0.40
O -3.01 -2.58 -1.15
S 0.98 0.60 -1.12
H 0.26 -0.16 1.07
H 1.68 -0.52 -0.97
H -0.73 1.24 0.36
```

## Properties
- DFT total energy: -606.10269 a.u.
- HOMO-LUMO gap: 8.202 eV
- LUMO energy: -0.823 eV
- HOMO level: -0.33166 Eh

***

4.
Here is a cluster of 2 separate species, C5H7N in total from the OMol25 dataset. Energies are from ωB97M-V/def2-TZVPD.

XYZ file:
```
13
C5H7N, DFT ωB97M-V/def2-TZVPD
C 0.83 1.11 -0.10
C 1.25 -0.08 -0.51
C 0.60 -1.18 0.30
C -0.82 -0.73 0.68
N -1.34 0.44 0.59
C -0.24 1.36 0.64
H 1.78 -0.30 -1.44
H 1.14 -1.51 1.19
H 0.46 -2.07 -0.34
H -1.46 -1.47 1.13
H -0.38 2.08 1.44
H -0.59 1.36 -1.85
H -1.23 0.99 -1.73
```

## Properties
- SMILES: C1=CCC=NC=1.[H][H]
- DFT total energy: -249.29179 a.u.
- HOMO-LUMO gap (spin up / spin down): 8.784 / 8.783 eV
- LUMO energy (spin up / spin down): 0.066 / 0.067 eV
- HOMO level (spin up / spin down): -0.32037 / -0.32034 Eh

***

5.
Here is the molecule C3H6O4S in a non-equilibrium geometry from the OMol25 dataset. Energies are from ωB97M-V/def2-TZVPD.

XYZ file:
```
14
C3H6O4S, DFT ωB97M-V/def2-TZVPD
C 1.41 0.65 0.25
C -0.05 0.54 0.17
C -0.64 -0.26 -0.94
O -0.54 -1.68 -0.70
O -0.11 0.03 -2.17
S -0.81 0.10 1.73
O -2.18 -0.23 1.53
O -0.33 0.74 2.90
H 1.98 1.38 -0.33
H 1.85 0.76 1.35
H 1.88 -0.21 -0.02
H -1.76 -0.24 -0.85
H -1.35 -2.20 -0.70
H 0.64 0.60 -2.22
```

## Properties
- SMILES: CC(C(O)O)=S(=O)=O
- DFT total energy: -816.92187 a.u.
- HOMO-LUMO gap (spin up / spin down): 7.754 / 7.738 eV
- LUMO energy (spin up / spin down): -1.471 / -1.475 eV
- HOMO level (spin up / spin down): -0.33900 / -0.33859 Eh

***

6.
Here is a cluster of 7 separate species, C54H91BrFNO14P2S8 in total in a non-equilibrium geometry from the OMol25 dataset. Energies are from ωB97M-V/def2-TZVPD.

XYZ file:
```
172
C54H91BrFNO14P2S8, DFT ωB97M-V/def2-TZVPD
C -8.25 -1.39 -2.67
C -8.06 -2.73 -2.03
C -6.74 -3.70 -2.21
C -5.35 -3.45 -1.32
P -5.44 -1.95 -0.10
O -4.88 -0.62 -0.80
C -4.00 -4.43 -1.46
C -2.67 -4.06 -0.53
C -2.07 -2.56 -0.78
C -0.42 -2.45 -0.50
C -0.19 -1.48 0.81
C 1.28 -0.74 0.87
C 1.09 0.92 0.88
C 0.32 1.48 2.21
C 0.98 2.81 2.89
C -0.10 4.08 3.03
C 0.57 5.52 2.57
C -0.34 6.84 3.03
C 0.15 8.08 2.04
C -0.87 9.39 2.09
C -1.30 9.86 0.54
C -4.04 -5.73 -2.51
C -5.44 -5.93 -3.34
C -6.77 -4.97 -3.25
P -8.37 -5.28 -4.27
S -8.35 -4.54 -6.06
S -5.48 -7.40 -4.56
C -3.70 -7.38 -5.25
C -3.39 -7.70 -6.83
C -1.85 -7.67 -7.41
O -1.61 -8.00 -8.84
C -0.67 -7.28 -6.32
Br 1.22 -7.28 -7.09
C -0.98 -6.95 -4.71
C 0.28 -6.58 -3.67
C 0.59 -7.81 -2.60
F 0.05 -5.26 -2.98
C -2.54 -6.97 -4.12
N -2.88 -6.69 -2.67
H -7.42 -0.57 -2.81
H -9.36 -1.12 -3.01
H -8.95 -3.10 -1.33
H -4.69 -2.26 1.09
H -6.83 -1.63 0.25
H -1.80 -4.84 -0.63
H -3.05 -4.15 0.60
H -2.39 -2.11 -1.81
H -2.56 -1.86 0.05
H 0.13 -2.03 -1.47
H -0.02 -3.52 -0.23
H -0.24 -2.19 1.76
H -1.00 -0.65 0.97
H 2.04 -1.08 0.04
H 1.80 -0.99 1.91
H 2.12 1.46 0.81
H 0.38 1.14 -0.06
H 0.22 0.59 3.00
H -0.80 1.73 1.88
H 1.95 3.14 2.31
H 1.29 2.51 4.00
H -0.38 4.15 4.16
H -1.12 3.85 2.45
H 0.69 5.62 1.39
H 1.62 5.65 3.10
H -0.07 7.19 4.14
H -1.49 6.63 3.00
H 1.25 8.45 2.30
H 0.18 7.70 0.93
H -1.84 9.18 2.74
H -0.30 10.31 2.56
H -2.18 9.22 0.11
H -0.36 9.86 -0.19
H -1.68 10.98 0.59
H -8.58 -6.73 -4.24
H -9.52 -4.71 -3.56
H -4.26 -7.96 -7.61
H -2.19 -8.80 -9.10
H 1.30 -6.43 -4.27
H 0.79 -7.35 -1.51
H -0.26 -8.63 -2.58
H 1.58 -8.40 -2.91
H -2.05 -6.43 -2.10
O 3.05 2.58 4.84
S 3.89 2.00 3.82
O 3.87 2.46 2.44
C 5.57 2.00 4.40
C 5.71 0.68 5.14
C 5.01 -0.36 4.27
C 3.67 0.23 3.84
H 5.75 2.87 5.03
H 6.23 2.03 3.52
H 6.76 0.42 5.32
H 5.22 0.74 6.12
H 5.63 -0.57 3.39
H 4.88 -1.31 4.81
H 3.38 -0.12 2.84
H 2.88 -0.01 4.56
O 9.56 0.69 8.17
S 9.67 1.14 6.80
O 8.65 1.95 6.16
C 11.25 1.93 6.58
C 12.19 0.79 6.20
C 11.42 -0.07 5.20
C 10.02 -0.28 5.77
H 11.54 2.44 7.50
H 11.16 2.65 5.76
H 13.13 1.17 5.78
H 12.44 0.20 7.09
H 11.35 0.46 4.24
H 11.92 -1.02 5.02
H 9.27 -0.35 4.98
H 9.98 -1.18 6.40
O -13.36 -6.22 -8.10
S -12.76 -5.22 -8.95
O -13.21 -3.84 -8.98
C -11.00 -5.23 -8.67
C -10.47 -6.26 -9.65
C -11.21 -6.01 -10.96
C -12.69 -5.85 -10.62
H -10.79 -5.48 -7.62
H -10.61 -4.23 -8.90
H -9.38 -6.18 -9.77
H -10.69 -7.27 -9.28
H -10.83 -5.09 -11.42
H -11.06 -6.83 -11.67
H -13.18 -5.14 -11.29
H -13.21 -6.81 -10.64
O 13.70 3.98 2.53
S 12.57 3.12 2.25
O 12.51 1.74 2.70
C 11.08 3.95 2.76
C 10.66 4.76 1.54
C 10.86 3.83 0.34
C 12.23 3.17 0.49
H 11.28 4.57 3.64
H 10.34 3.19 3.00
H 9.62 5.10 1.62
H 11.30 5.64 1.43
H 10.08 3.06 0.35
H 10.78 4.37 -0.60
H 12.24 2.16 0.09
H 13.01 3.77 0.02
O -9.95 -2.43 0.45
S -11.22 -2.59 -0.23
O -11.30 -2.84 -1.66
C -12.18 -3.82 0.62
C -12.94 -3.03 1.67
C -13.43 -1.76 0.97
C -12.26 -1.20 0.18
H -11.52 -4.58 1.05
H -12.86 -4.27 -0.10
H -13.77 -3.61 2.09
H -12.28 -2.76 2.50
H -14.25 -2.02 0.29
H -13.82 -1.03 1.68
H -12.59 -0.71 -0.74
H -11.67 -0.50 0.78
O 10.39 7.90 3.01
S 8.98 7.59 3.08
O 8.49 6.30 3.53
C 8.17 8.87 4.01
C 7.80 9.92 2.97
C 7.27 9.14 1.77
C 8.23 7.99 1.51
H 8.84 9.25 4.79
H 7.27 8.44 4.47
H 7.06 10.63 3.36
H 8.69 10.49 2.68
H 6.27 8.74 2.01
H 7.16 9.78 0.89
H 7.71 7.11 1.12
H 9.03 8.28 0.82
```

## Properties
- SMILES: C=Cc1c([PH2]=O)c(CCCCCCCCCCCCCC)c2c(c1[PH2]=S)Sc1cc(O)c(Br)c([C@H](C)F)c1N2.O=S1(=O)CCCC1.O=S1(=O)CCCC1.O=S1(=O)CCCC1.O=S1(=O)CCCC1.O=S1(=O)CCCC1.O=S1(=O)CCCC1
- DFT total energy: -9761.34405 a.u.
- HOMO-LUMO gap: 7.209 eV
- LUMO energy: -0.674 eV
- HOMO level: -0.28970 Eh